ORCA calculation (ωB97M-V/def2-TZVPD) on a 2-piece molecular cluster, C34H57Si overall.

For the frontier orbital gap, the calculation gives 0.208 hartree. Its multiplicity is 1. As for the net charge: +1. For the highest occupied orbital energy, the calculation gives -11.12 eV. The calculation puts the electronic energy at -44053.663 eV. For the energy above the lowest of the compared OMol25 structures with the same formula, charge and spin, the calculation gives 60.5 kJ/mol.

Last columns: bonded neighbours and bond lengths (Å).
Positions of all 92 atoms, in Å:
1 C -2.57 2.56 -6.78  C2 1.532, H15 1.096, H16 1.097, H17 1.096
2 C -1.97 3.61 -5.84  C1 1.532, C3 1.530, H18 1.096, H19 1.097
3 C -1.79 3.15 -4.40  C2 1.530, C4 1.526, H20 1.101, H21 1.099
4 C -1.15 4.18 -3.47  C3 1.526, C5 1.539, H22 1.097, H23 1.099
5 C -1.05 3.75 -2.00  C4 1.539, C6 1.550, H24 1.098, H25 1.098
6 C -0.03 2.64 -1.62  C5 1.550, Si7 1.904, H26 1.099, H27 1.101
7 Si -0.02 2.21 0.23  C6 1.904, C8 1.910, H14 1.607, H28 1.486
8 C -1.87 2.12 0.72  Si7 1.910, C9 1.542, H29 1.102, H30 1.103
9 C -2.78 1.21 -0.14  C8 1.542, C10 1.526, H31 1.103, H32 1.094
10 C -4.25 1.25 0.28  C9 1.526, C11 1.527, H33 1.095, H34 1.098
11 C -5.08 0.15 -0.37  C10 1.527, C12 1.532, H35 1.101, H36 1.101
12 C -6.55 0.12 0.06  C11 1.532, C13 1.525, H37 1.098, H38 1.098
13 C -7.25 -1.10 -0.53  C12 1.525, H39 1.093, H40 1.096, H41 1.096
14 H 0.93 1.02 0.72  Si7 1.607
15 H -2.60 2.94 -7.81  C1 1.096
16 H -1.97 1.64 -6.78  C1 1.097
17 H -3.59 2.30 -6.49  C1 1.096
18 H -1.00 3.92 -6.24  C2 1.096
19 H -2.61 4.50 -5.85  C2 1.097
20 H -2.78 2.88 -3.99  C3 1.101
21 H -1.19 2.23 -4.39  C3 1.099
22 H -0.15 4.45 -3.85  C4 1.097
23 H -1.75 5.10 -3.51  C4 1.099
24 H -0.82 4.66 -1.43  C5 1.098
25 H -2.05 3.44 -1.67  C5 1.098
26 H -0.25 1.72 -2.17  C6 1.099
27 H 0.99 2.94 -1.90  C6 1.101
28 H 0.52 3.40 0.94  Si7 1.486
29 H -1.92 1.82 1.77  C8 1.102
30 H -2.25 3.16 0.69  C8 1.103
31 H -2.69 1.45 -1.21  C9 1.103
32 H -2.46 0.17 -0.05  C9 1.094
33 H -4.30 1.15 1.36  C10 1.095
34 H -4.67 2.24 0.03  C10 1.098
35 H -5.06 0.26 -1.47  C11 1.101
36 H -4.63 -0.83 -0.15  C11 1.101
37 H -6.60 0.10 1.16  C12 1.098
38 H -7.04 1.04 -0.27  C12 1.098
39 H -8.28 -1.16 -0.18  C13 1.093
40 H -7.25 -1.05 -1.62  C13 1.096
41 H -6.73 -2.02 -0.24  C13 1.096
42 C -0.89 -2.53 -2.62  C43 1.496, H64 1.092, H65 1.098, H66 1.099
43 C -0.48 -2.73 -1.20  C42 1.496, C44 1.389, C63 1.394
44 C -0.70 -1.71 -0.28  C43 1.389, C45 1.397, H67 1.095
45 C -0.34 -1.83 1.07  C44 1.397, C46 1.507, C47 1.411
46 C -0.80 -0.79 2.06  C45 1.507, H68 1.100, H69 1.099, H70 1.095
47 C 0.50 -2.90 1.43  C45 1.411, C48 1.515, C61 1.412
48 C 1.29 -2.88 2.73  C47 1.515, C49 1.537, C50 1.575, H71 1.099
49 C 0.48 -3.41 3.92  C48 1.537, H72 1.098, H73 1.100, H74 1.101
50 C 1.94 -1.50 3.11  C48 1.575, C51 1.476, H75 1.106, H76 1.108
51 C 2.47 -0.70 1.99  C50 1.476, C52 1.422, H77 1.087
52 C 3.81 -0.23 2.04  C51 1.422, C53 1.438, C59 1.442
53 C 4.73 -0.54 0.97  C52 1.438, C54 1.498, C55 1.388
54 C 4.28 -1.42 -0.16  C53 1.498, H78 1.097, H79 1.103, H80 1.098
55 C 6.04 -0.09 1.03  C53 1.388, C56 1.396, H81 1.095
56 C 6.54 0.59 2.14  C55 1.396, C57 1.500, C58 1.399
57 C 7.98 0.99 2.22  C56 1.500, H82 1.094, H83 1.098, H84 1.095
58 C 5.65 0.91 3.18  C56 1.399, C59 1.386, H85 1.096
59 C 4.33 0.50 3.17  C52 1.442, C58 1.386, C60 1.497
60 C 3.45 0.84 4.34  C59 1.497, H86 1.097, H87 1.097, H88 1.102
61 C 0.59 -4.01 0.56  C47 1.412, C62 1.506, C63 1.390
62 C 1.22 -5.31 1.01  C61 1.506, H89 1.098, H90 1.100, H91 1.098
63 C 0.12 -3.90 -0.74  C43 1.394, C61 1.390, H92 1.095
64 H -0.67 -3.43 -3.21  C42 1.092
65 H -1.96 -2.31 -2.70  C42 1.098
66 H -0.35 -1.69 -3.08  C42 1.099
67 H -1.16 -0.79 -0.65  C44 1.095
68 H -1.19 -1.21 3.00  C46 1.100
69 H -0.01 -0.07 2.27  C46 1.099
70 H -1.63 -0.21 1.64  C46 1.095
71 H 2.15 -3.56 2.60  C48 1.099
72 H 0.04 -4.39 3.69  C49 1.098
73 H 1.14 -3.55 4.79  C49 1.100
74 H -0.32 -2.70 4.20  C49 1.101
75 H 1.23 -0.91 3.71  C50 1.106
76 H 2.78 -1.74 3.79  C50 1.108
77 H 1.94 -0.73 1.04  C51 1.087
78 H 5.01 -1.38 -0.97  C54 1.097
79 H 4.19 -2.48 0.15  C54 1.103
80 H 3.29 -1.12 -0.54  C54 1.098
81 H 6.71 -0.29 0.19  C55 1.095
82 H 8.15 1.65 3.07  C57 1.094
83 H 8.64 0.12 2.32  C57 1.098
84 H 8.30 1.53 1.31  C57 1.095
85 H 6.02 1.50 4.02  C58 1.096
86 H 3.94 1.62 4.94  C60 1.097
87 H 2.47 1.21 4.03  C60 1.097
88 H 3.29 -0.02 5.01  C60 1.102
89 H 1.02 -6.08 0.26  C62 1.098
90 H 2.31 -5.22 1.12  C62 1.100
91 H 0.80 -5.65 1.96  C62 1.098
92 H 0.25 -4.74 -1.44  C63 1.095

Atom charges from the Mulliken analysis, given in e for atoms 1 to 8:
1 C -1.262
2 C -0.478
3 C -0.272
4 C -0.993
5 C -0.385
6 C -0.370
7 Si -0.402
8 C -1.128